1.
Computed, not measured: a structure of composition C24H35Cl2N2O4PS4SbSe4Ti, with the ωB97M-V functional and the def2-TZVPD basis.

Structure (XYZ):
```
78
Properties=species:S:1:pos:R:3:forces:R:3
Ti 0.939 -0.339 3.373 0.0 0.2 1.4
S 5.091 -1.704 5.185 -0.1 0.2 0.0
Sb 3.934 -0.192 3.992 -0.1 -0.1 -0.4
S 1.782 -2.429 2.418 -0.2 -0.2 0.2
S 1.273 -1.013 1.042 0.1 0.1 -0.1
S 5.123 1.106 2.588 -0.1 0.0 0.2
Se -1.886 -0.759 4.801 -0.3 0.3 0.1
Se -1.875 -2.627 5.993 0.2 -0.6 -0.1
Se -1.154 -4.254 4.194 -0.2 -0.1 0.8
Se -0.490 -2.847 2.617 0.2 0.2 -1.0
O 0.811 -1.229 5.048 0.1 0.4 -0.5
N -0.066 -0.183 5.109 0.3 0.2 -0.5
C -2.047 -4.069 -3.885 0.0 0.0 0.0
C -2.145 -3.969 -2.362 0.1 0.0 -0.1
C -2.388 -5.351 -1.750 0.0 0.0 0.0
P -0.841 -3.079 -1.363 -0.1 0.0 0.0
C 0.809 -3.879 -1.698 0.1 0.0 0.1
C 1.134 -4.443 -3.081 0.0 0.0 0.0
C 1.078 -4.947 -0.630 0.0 0.0 0.0
C -0.696 -1.397 -2.174 0.0 0.0 0.0
C -2.086 -0.792 -2.380 0.0 0.0 0.0
C 0.174 -1.205 -3.415 0.0 0.0 0.0
H -3.016 -4.362 -4.303 0.0 0.0 0.0
H -1.322 -4.823 -4.190 0.0 0.0 0.0
H -1.761 -3.125 -4.347 0.0 0.0 0.0
H -3.028 -3.361 -2.133 0.0 0.0 0.0
H -1.563 -6.030 -1.981 0.0 0.0 0.0
H -3.300 -5.797 -2.158 0.0 0.0 0.0
H -2.485 -5.296 -0.665 0.0 0.0 0.0
H 1.497 -3.050 -1.488 0.0 0.0 0.0
H 0.642 -5.408 -3.223 0.0 0.0 0.0
H 2.210 -4.617 -3.168 0.0 0.0 0.0
H 0.831 -3.790 -3.896 0.0 0.0 0.0
H 0.421 -5.810 -0.763 0.0 0.0 0.0
H 0.916 -4.557 0.374 0.0 0.0 0.0
H 2.109 -5.304 -0.698 0.0 0.0 0.0
H -0.222 -0.825 -1.370 0.0 0.0 0.0
H -2.607 -1.258 -3.220 0.0 0.0 0.0
H -2.003 0.276 -2.596 0.0 0.0 0.0
H -2.709 -0.912 -1.490 0.0 0.0 0.0
H -0.255 -1.678 -4.299 0.0 0.0 0.0
H 1.181 -1.597 -3.273 0.0 0.0 0.0
H 0.268 -0.136 -3.629 0.0 0.0 0.0
Cl 2.497 1.673 -1.030 0.0 0.0 0.0
C 1.563 2.992 -1.658 0.0 -0.1 0.0
C 1.531 3.204 -3.024 0.0 0.0 0.0
C 0.802 4.263 -3.538 0.0 0.0 0.0
C 0.086 5.082 -2.680 0.0 0.0 0.0
C 0.102 4.839 -1.318 0.0 0.0 0.0
Cl -0.895 5.824 -0.295 0.0 0.0 0.0
C 0.864 3.805 -0.757 0.0 0.0 0.0
N 0.873 3.552 0.608 -0.1 0.0 0.0
C 1.288 4.539 1.549 0.1 0.0 -0.1
C 2.195 5.533 1.211 0.0 0.0 0.0
C 2.613 6.450 2.162 0.0 0.0 0.0
C 2.142 6.361 3.463 0.0 0.0 0.0
C 1.235 5.365 3.794 0.0 0.0 0.0
C 0.781 4.460 2.844 -0.1 0.1 0.1
C -0.265 3.435 3.183 0.0 0.0 0.0
C 0.215 2.016 3.055 -0.1 0.0 -0.2
O 1.412 1.717 3.349 -0.1 -0.4 0.1
O -0.566 1.103 2.673 0.0 -0.2 0.1
H 2.092 2.543 -3.671 0.0 0.0 0.0
H 0.784 4.445 -4.604 0.0 0.0 0.0
H -0.511 5.901 -3.057 0.0 0.0 0.0
H 1.226 2.630 0.833 0.1 0.0 0.0
H 2.588 5.574 0.202 0.0 0.0 0.0
H 3.327 7.217 1.889 0.0 0.0 0.0
H 2.479 7.060 4.218 0.0 0.0 0.0
H 0.859 5.291 4.807 0.0 0.0 0.0
H -1.145 3.538 2.549 0.0 0.0 0.0
H -0.577 3.562 4.223 0.0 0.0 0.0
C -4.005 -0.498 1.373 0.0 0.1 0.0
O -2.666 -0.951 1.387 -0.2 -0.2 -0.1
H -4.421 -0.466 0.360 0.0 0.0 0.0
H -4.109 0.491 1.830 0.0 0.0 0.0
H -4.585 -1.209 1.960 0.0 0.0 0.0
H -2.093 -0.281 1.004 0.1 0.1 0.1
```
Forces are in eV/Å.

**Relative energy (zero: lowest compared OMol25 entry of this formula, charge and spin)**: 298.9 kJ/mol
**Total charge**: -1
**LUMO level**: 1.293 eV
**Kohn-Sham gap**: 6.10 eV

Mulliken population analysis, charges in e, atoms 1 to 4: Ti 0.1602; S -0.6094; Sb 0.4920; S -0.3729

***

2.
Computed, not measured: a structure of composition C24H35CrNOP2Si, with the ωB97M-V functional and the def2-TZVPD basis.

Structure (XYZ):
```
65
Properties=species:S:1:pos:R:3:forces:R:3
C -2.863 0.744 -3.479 -0.6 -1.5 0.3
C -2.153 0.659 -2.273 0.1 0.5 0.3
C -2.161 -0.535 -1.520 -0.4 1.2 -0.5
C -3.113 -1.525 -1.925 1.1 0.2 1.2
C -3.786 -1.476 -3.115 -0.9 0.0 -1.2
C -3.657 -0.345 -3.922 0.8 1.1 -0.1
C -3.111 -2.656 -0.969 0.9 -0.2 0.2
C -3.163 -2.287 0.463 0.8 0.8 -0.3
C -2.246 -1.223 0.732 -0.3 0.5 1.0
C -2.359 -0.625 2.010 -0.1 0.8 -0.1
C -3.065 -1.270 3.033 -0.3 -0.8 -0.6
C -3.753 -2.474 2.775 0.4 0.6 0.8
C -3.841 -2.944 1.466 -0.6 -0.8 0.5
H -2.810 1.648 -4.062 0.0 0.2 -0.1
H -4.438 -2.319 -3.458 0.7 0.8 0.6
H -4.122 -0.264 -4.913 0.0 -0.2 0.6
H -3.235 -3.660 -1.275 -1.8 -0.9 -0.4
H -3.072 -0.835 4.030 -0.1 -0.1 -0.2
H -4.220 -2.993 3.631 0.2 0.3 -0.8
H -4.429 -3.874 1.255 0.5 1.1 0.0
N -1.337 -0.659 -0.288 -3.7 -0.4 -0.7
Cr 0.377 0.133 0.161 0.7 0.2 -0.6
C -1.438 1.918 -1.768 -0.1 -0.1 -0.4
H -1.838 2.236 -0.780 0.2 -0.2 -0.5
H -1.563 2.757 -2.478 -0.2 -0.4 0.3
C -1.872 0.815 2.274 0.1 -0.3 0.3
H -2.233 1.538 1.506 0.1 -0.6 0.4
H -2.196 1.172 3.275 -0.1 -0.3 -0.6
P 0.361 1.621 -1.587 -0.9 1.0 -0.9
P -0.049 0.841 2.264 -1.0 0.2 1.1
C 0.394 -0.269 3.639 0.3 0.0 0.1
H 1.488 -0.353 3.689 -0.2 0.0 0.1
H 0.014 0.128 4.594 0.1 -0.1 -0.3
H -0.022 -1.271 3.469 0.0 0.3 0.0
C 0.395 2.517 2.787 0.3 0.1 -0.1
H 0.168 2.661 3.854 0.0 0.0 -0.3
H 1.467 2.661 2.615 -0.2 0.1 0.1
H -0.161 3.251 2.188 0.1 -0.2 0.2
C 0.868 0.911 -3.176 0.2 0.0 -0.2
H 0.799 1.668 -3.968 0.0 -0.2 0.1
H 1.896 0.539 -3.097 -0.3 0.2 -0.1
H 0.211 0.068 -3.424 0.1 0.2 0.1
C 1.046 3.300 -1.514 0.2 0.0 0.0
H 2.141 3.245 -1.556 -0.2 0.2 0.0
H 0.671 3.891 -2.364 0.2 -0.2 0.3
H 0.746 3.783 -0.573 0.1 -0.1 -0.3
C 0.776 -1.625 0.713 0.1 -9.9 3.5
O 0.776 -2.790 1.062 0.3 7.9 -2.5
H -2.076 -2.728 -0.942 2.8 -0.8 -0.3
C 4.246 -1.596 1.273 -0.2 -0.1 0.1
Si 3.908 -0.206 0.055 -0.2 0.4 0.2
C 5.385 0.946 0.072 0.1 0.1 0.0
C 3.723 -0.942 -1.654 0.1 -0.1 -0.1
C 2.356 0.794 0.559 0.6 0.1 0.3
H 5.188 -2.099 1.013 -0.2 0.1 0.0
H 3.456 -2.357 1.280 0.2 0.1 0.0
H 4.351 -1.220 2.299 0.0 0.0 -0.2
H 6.321 0.389 -0.051 -0.1 0.1 0.0
H 5.336 1.684 -0.737 0.0 -0.1 0.1
H 5.458 1.500 1.015 0.0 -0.1 -0.1
H 2.844 -1.595 -1.730 0.1 0.0 0.0
H 3.643 -0.169 -2.426 0.1 -0.1 0.1
H 4.607 -1.551 -1.887 -0.2 0.1 0.0
H 2.481 0.888 1.660 0.1 -0.1 -0.4
H 2.482 1.837 0.199 0.0 -0.5 0.1
```
Forces are in eV/Å.

**Total charge**: +1
**LUMO level (alpha / beta)**: -4.450 / -4.507 eV
**Kohn-Sham gap (alpha / beta)**: 6.14 / 6.38 eV
**2S+1**: 4

Mulliken population analysis, charges in e, atoms 1 to 4: C -1.0507; C 0.3672; C 0.0612; C 0.6401

***

3.
Computed, not measured: a structure of composition C24H35IrN2O3SSi, with the ωB97M-V functional and the def2-TZVPD basis.

Structure (XYZ):
```
67
Properties=species:S:1:pos:R:3:forces:R:3
Ir 0.047 -0.666 1.393 -5.8 -2.0 -0.6
C -3.891 -2.902 2.653 0.2 -0.1 0.4
C -2.929 -2.166 1.954 -0.1 0.2 -0.5
N -1.729 -1.903 2.442 1.6 1.2 -1.1
C -1.411 -2.353 3.668 0.4 -0.3 0.9
C -2.320 -3.108 4.453 0.3 0.3 -0.5
C -3.590 -3.382 3.908 0.1 0.2 -0.4
C -1.928 -3.550 5.744 0.8 0.1 0.4
C -0.689 -3.256 6.242 -0.7 -0.3 -0.1
C 0.252 -2.512 5.478 -0.1 0.3 -0.8
C 1.542 -2.203 5.949 0.0 0.1 -0.2
C 2.395 -1.493 5.135 -0.1 0.0 -0.1
C 1.952 -1.086 3.877 0.8 0.1 0.5
N 0.738 -1.350 3.405 0.6 1.1 -2.1
C -0.108 -2.060 4.181 -0.9 -0.6 0.7
H -4.854 -3.082 2.205 -0.1 0.0 -0.1
H -3.154 -1.789 0.966 0.0 0.0 0.0
H -4.305 -3.961 4.474 -0.1 0.0 0.0
H -2.632 -4.123 6.328 0.0 0.0 0.1
H -0.403 -3.592 7.230 0.0 0.0 0.0
H 1.848 -2.522 6.937 0.0 0.0 0.0
H 3.397 -1.245 5.447 0.0 0.0 0.0
H 2.618 -0.523 3.245 0.0 0.0 -0.1
C 3.236 0.656 -1.423 -0.2 -0.1 0.3
C 2.343 1.213 -0.322 1.1 0.5 0.4
C 2.815 0.740 1.051 -0.2 0.1 -0.5
C 2.276 2.733 -0.371 -0.1 -0.3 0.0
O 1.003 0.661 -0.456 0.5 -0.5 0.2
Si -0.080 0.790 -1.685 -1.5 1.3 3.2
S -1.492 -0.468 -0.520 2.6 -0.1 2.2
O 0.360 0.168 -3.073 0.4 -1.3 -2.6
C 0.405 -0.892 -4.022 1.7 -0.4 2.2
C 1.628 -0.587 -4.909 0.1 0.6 -0.7
C -0.851 -0.829 -4.899 -1.5 0.6 -1.1
C 0.526 -2.237 -3.331 -0.5 0.2 0.1
O -0.592 2.282 -1.793 0.7 -1.9 -0.3
C -1.435 3.360 -2.163 -0.2 2.5 0.5
C -2.296 3.064 -3.372 0.1 -0.5 -0.1
C -2.280 3.704 -0.925 0.0 -0.7 -0.3
C -0.498 4.560 -2.432 -0.2 -0.8 -0.2
H 4.254 1.006 -1.283 0.1 0.0 0.0
H 2.894 0.997 -2.395 0.0 0.1 -0.3
H 3.238 -0.432 -1.401 0.0 -0.1 0.0
H 3.810 1.123 1.266 0.0 0.0 0.1
H 2.856 -0.354 1.059 0.0 -0.1 0.1
H 2.125 1.126 1.810 0.1 0.0 0.1
H 3.257 3.148 -0.160 0.1 0.0 0.0
H 1.572 3.104 0.372 0.0 0.1 0.0
H 1.970 3.073 -1.354 0.0 0.1 -0.2
H 1.550 0.410 -5.336 0.1 0.0 -0.1
H 1.698 -1.309 -5.715 -0.2 -0.2 0.0
H 2.522 -0.639 -4.291 0.0 0.0 0.2
H -0.946 0.135 -5.391 0.1 0.1 0.0
H -1.723 -0.998 -4.270 0.0 0.0 0.2
H -0.808 -1.601 -5.661 0.3 -0.2 0.1
H 1.441 -2.302 -2.745 0.1 0.2 0.0
H 0.540 -3.031 -4.073 -0.1 0.0 -0.1
H -0.323 -2.403 -2.665 -0.1 -0.1 0.0
H -2.924 2.188 -3.215 -0.2 -0.1 0.1
H -1.691 2.888 -4.260 0.2 0.1 -0.1
H -2.941 3.917 -3.570 0.0 0.0 0.0
H -2.904 2.844 -0.685 -0.2 0.0 0.2
H -2.910 4.564 -1.127 -0.1 0.0 -0.1
H -1.642 3.931 -0.076 0.1 0.0 0.0
H 0.145 4.311 -3.275 0.1 0.2 -0.1
H 0.114 4.775 -1.560 0.0 0.0 0.1
H -1.087 5.440 -2.671 0.0 0.1 -0.1
```
Forces are in eV/Å.

**Relative energy (zero: lowest compared OMol25 entry of this formula, charge and spin)**: 446.8 kJ/mol
**Total charge**: +3
**LUMO level (alpha / beta)**: -12.624 / -14.398 eV
**Kohn-Sham gap (alpha / beta)**: 4.51 / 2.73 eV
**2S+1**: 2

Mulliken population analysis, charges in e, atoms 1 to 4: Ir 1.0530; C -0.9635; C 0.1832; N -0.0587

***

4.
Computed, not measured: a structure of composition C24H35KN9O5S, with the ωB97M-V functional and the def2-TZVPD basis.

Structure (XYZ):
```
75
Properties=species:S:1:pos:R:3:forces:R:3
K -0.634 -0.499 -0.253 0.0 -0.3 -0.4
O 5.260 -0.872 -1.700 0.0 0.0 0.0
C 4.836 0.033 -2.593 0.0 0.0 0.0
C 5.761 0.526 -3.517 0.0 0.0 0.0
C 5.383 1.459 -4.465 0.0 0.0 0.0
C 4.071 1.923 -4.510 0.0 0.0 0.0
C 3.152 1.433 -3.596 0.0 0.0 0.0
C 3.504 0.491 -2.632 0.0 -0.2 -0.1
C 2.445 -0.003 -1.689 0.0 0.3 0.1
O 1.267 0.448 -1.800 0.1 0.1 0.0
N 2.865 -0.878 -0.791 0.2 0.0 -0.1
N 1.920 -1.157 0.181 -0.4 0.1 0.1
C 1.889 -2.362 0.599 0.2 0.1 0.1
C 1.019 -2.930 1.626 -0.1 -0.2 0.2
C 1.259 -4.293 1.879 -0.1 0.0 0.0
C 0.580 -5.031 2.825 0.0 0.0 0.0
C -0.402 -4.381 3.581 0.0 0.1 -0.1
C -0.672 -3.049 3.373 -0.1 -0.2 0.0
C -0.002 -2.248 2.397 0.2 0.2 0.0
O -0.323 -1.013 2.275 0.2 -0.1 -0.3
H 4.451 -1.085 -1.133 0.0 0.0 0.0
H 6.777 0.153 -3.464 0.0 0.0 0.0
H 6.116 1.830 -5.172 0.0 0.0 0.0
H 3.771 2.658 -5.246 0.0 0.0 0.0
H 2.126 1.779 -3.596 0.0 0.0 0.0
H 2.594 -3.074 0.154 0.0 0.0 0.0
H 2.033 -4.782 1.295 0.0 0.0 0.0
H 0.807 -6.077 2.980 0.0 0.0 0.0
H -0.955 -4.926 4.338 0.0 0.0 0.0
H -1.435 -2.541 3.953 0.0 0.0 0.0
N 1.089 1.923 1.038 -0.1 -0.1 0.0
N 0.239 2.103 2.141 0.1 0.0 -0.2
C -1.045 1.731 2.238 -0.2 0.1 0.0
N -1.549 1.695 3.495 0.1 -0.1 0.0
N -1.694 1.532 1.091 0.3 0.0 0.3
N -2.900 0.905 1.156 -0.2 0.0 0.1
O -3.679 1.053 2.099 0.1 0.0 -0.1
O -3.176 0.221 0.181 -0.2 0.0 0.1
H 1.347 0.936 0.960 -0.1 0.0 0.0
H 0.611 2.196 0.187 0.0 0.1 0.0
H 0.709 2.376 2.984 0.0 0.0 0.0
H -0.918 1.297 4.174 0.0 0.0 0.0
H -2.497 1.350 3.541 -0.1 0.1 0.0
C -5.125 -3.677 -3.478 0.0 0.0 0.0
C -3.931 -4.500 -3.002 0.0 0.0 0.0
C -2.585 -3.807 -3.196 0.0 0.0 -0.1
C -2.445 -2.486 -2.438 -0.1 0.1 0.0
N -2.923 -1.304 -3.162 0.3 0.0 -0.1
C -2.149 -0.183 -3.324 0.0 -0.1 0.0
S -2.847 1.333 -3.297 -0.1 0.1 0.0
N -0.815 -0.340 -3.477 0.0 -0.2 0.2
C -0.092 -1.387 -4.193 0.0 0.0 -0.1
C -0.480 -1.478 -5.671 0.0 0.1 0.0
C 0.190 -0.438 -6.570 0.0 0.0 0.0
C -0.050 1.015 -6.166 0.0 -0.1 0.0
H -6.049 -4.253 -3.411 0.0 0.0 0.0
H -4.996 -3.359 -4.515 0.0 0.0 0.0
H -5.261 -2.780 -2.871 0.0 0.0 0.0
H -3.911 -5.454 -3.537 0.0 0.0 0.0
H -4.056 -4.745 -1.943 0.0 0.0 0.0
H -2.422 -3.609 -4.260 0.0 0.0 0.0
H -1.788 -4.481 -2.872 0.0 0.0 0.0
H -1.400 -2.304 -2.210 0.1 -0.1 0.1
H -2.974 -2.550 -1.481 0.0 0.0 0.0
H -3.881 -1.040 -2.994 0.0 0.0 -0.1
H -0.258 0.466 -3.228 0.0 0.0 -0.1
H -0.211 -2.367 -3.734 -0.1 0.0 0.1
H 0.966 -1.134 -4.094 0.0 0.0 0.0
H -1.569 -1.397 -5.749 0.0 0.0 0.0
H -0.212 -2.475 -6.036 0.0 0.0 0.0
H -0.171 -0.594 -7.591 0.0 0.0 0.0
H 1.266 -0.634 -6.591 0.0 0.0 0.0
H -1.110 1.219 -6.000 0.0 0.0 0.0
H 0.314 1.691 -6.942 0.0 0.0 0.0
H 0.478 1.265 -5.245 0.0 0.0 0.0
```
Forces are in eV/Å.

**Relative energy (zero: lowest compared OMol25 entry of this formula, charge and spin)**: 23.4 kJ/mol
**Total charge**: -1
**LUMO level**: 2.287 eV
**Kohn-Sham gap**: 6.59 eV

Mulliken population analysis, charges in e, atoms 1 to 4: K 0.8356; O -0.7050; C 0.5259; C -0.6759

***

| no. | M (Da) |
| --- | --- |
| 1 | 1131.2 |
| 2 | 495.6 |
| 3 | 651.9 |
| 4 | 600.8 |